<w>
ORCA calculation (the ωB97M-V functional and the def2-TZVPD basis) on a gas-phase ion, C5H12N2 (charge +2).

Computed properties:
Total charge ... +2
2S+1 ... 1
Lowest unoccupied orbital energy ... -8.8 eV
SMILES string ... C=[NH+]C(=C)CC[NH3+]

Geometry as XYZ:
```
19
C5H12N2 | the OMol25 dataset | the ωB97M-V functional and the def2-TZVPD basis
C 1.46345 2.21427 0.97999
N 0.39734 1.61657 1.36464
C -0.52753 0.69926 0.76089
C -1.52147 0.27201 1.52883
C -0.20660 0.20323 -0.67320
C 0.47814 -1.15276 -0.69617
N -0.10610 -2.15060 -1.73685
H 1.79127 2.06335 -0.05205
H 2.10339 2.69870 1.71450
H 0.11672 1.97456 2.28473
H -2.50532 -0.10564 1.17428
H -1.59554 0.52630 2.57920
H 0.51433 0.89056 -1.11047
H -1.12819 0.26905 -1.26911
H 0.25977 -1.75337 0.20435
H 1.52338 -1.11194 -1.05771
H -0.36476 -1.67136 -2.60827
H -1.03039 -2.45631 -1.35721
H 0.33813 -3.02587 -2.03036
```

<x>
ORCA calculation (the ωB97M-V functional and the def2-TZVPD basis) on a gas-phase ion, C5H12N2 (charge +2).

Computed properties:
Total charge ... +2
2S+1 ... 1
Lowest unoccupied orbital energy ... -8.7 eV
SMILES string ... C=[NH+]C(=C)CC[NH3+]

Geometry as XYZ:
```
19
C5H12N2 | the OMol25 dataset | the ωB97M-V functional and the def2-TZVPD basis
C -0.30663 -0.73135 -2.95594
N 0.25627 -0.26292 -1.90436
C -0.34938 0.25857 -0.66335
C -1.65464 0.47843 -0.64099
C 0.61067 0.41690 0.48585
C 0.25593 -0.43537 1.73456
N 0.84275 0.27167 2.99266
H -1.38219 -0.71546 -3.01773
H 0.29396 -1.03259 -3.79575
H 1.27597 -0.17316 -1.89948
H -2.15870 0.70743 0.27260
H -2.32257 0.23458 -1.47523
H 0.78451 1.44937 0.71279
H 1.59407 -0.01301 0.20676
H 0.73934 -1.40364 1.83822
H -0.85217 -0.59087 1.83571
H 0.74330 1.27928 3.08786
H 1.86301 0.08952 2.87399
H 0.56389 -0.19367 3.85753
```

Relative stability in eV, measured from the most stable structure: <w> 0.480; <x> 0.000